#1
This record from OMol25 describes a 2-piece molecular cluster, C2H7S2 overall. The level of theory is wB97M-V/def2-TZVPD.

Geometry (Å):
S: 1.00 -1.32 -2.16
H: 1.02 -0.74 -3.36
C: 0.52 0.49 1.13
C: -0.86 -0.06 0.80
S: -1.48 0.52 -0.80
H: 0.46 1.56 1.32
H: 1.20 0.33 0.30
H: 0.94 0.04 2.04
H: -0.89 -1.15 0.85
H: -1.58 0.39 1.48
H: -0.33 -0.07 -1.59

multiplicity	1
HOMO energy	-0.11306	Eh
frontier orbital gap	6.91	eV
net charge	-1

#2
This record from OMol25 describes a 2-piece molecular cluster, C2H7S2 overall. The level of theory is wB97M-V/def2-TZVPD.

Geometry (Å):
S: 1.67 -3.17 0.45
H: 1.58 -2.46 1.58
C: -1.02 1.51 -0.25
C: -0.22 0.27 0.08
S: 1.01 -0.10 -1.25
H: -0.60 2.48 0.04
H: -1.94 1.51 0.35
H: -1.22 1.61 -1.32
H: 0.34 0.35 1.00
H: -0.89 -0.57 0.21
H: 1.28 -1.42 -0.89

multiplicity	1
HOMO energy	-0.10734	Eh
frontier orbital gap	6.63	eV
net charge	-1

The structure with the most favorable energy is #1; the runner-up is 0.0022 hartree above it.

#1
This record from OMol25 describes one molecule with the formula C8H12. The level of theory is wB97M-V/def2-TZVPD.

Geometry (Å):
C: -2.04 -1.73 -0.89
C: -1.10 -1.14 -1.59
C: 0.06 -0.41 -1.06
C: 1.00 -0.03 -1.91
C: 0.14 -0.04 0.38
C: 0.84 -1.23 0.80
C: 0.53 1.37 0.75
C: 0.05 1.92 2.10
H: -2.10 -1.38 0.14
H: -2.68 -2.51 -1.27
H: -1.21 -1.23 -2.67
H: 1.03 -0.40 -2.93
H: 1.77 0.68 -1.64
H: 0.39 -1.95 1.48
H: 1.73 -1.52 0.25
H: 1.62 1.47 0.75
H: 0.14 1.99 -0.06
H: 0.41 1.26 2.90
H: -1.04 1.99 2.08
H: 0.47 2.88 2.39

structure (SMILES)	C=CC(=C)C(=C)CC
multiplicity	1
HOMO energy	-0.27083	Eh
frontier orbital gap	6.70	eV
net charge	0

#2
This record from OMol25 describes one molecule with the formula C8H12. The level of theory is wB97M-V/def2-TZVPD.

Geometry (Å):
C: -0.09 -0.72 -2.28
C: 0.52 0.32 -1.66
C: 0.86 0.40 -0.27
C: 1.68 1.44 0.15
C: 0.08 -0.52 0.62
C: 0.79 -1.50 1.24
C: -1.44 -0.33 0.55
C: -1.93 0.88 1.41
H: -0.66 -0.62 -3.22
H: 0.16 -1.75 -2.07
H: 0.99 1.08 -2.31
H: 2.48 1.66 -0.56
H: 1.48 1.99 1.07
H: 0.63 -2.49 0.79
H: 1.48 -1.42 2.09
H: -1.73 -0.15 -0.48
H: -1.97 -1.26 0.82
H: -1.34 1.70 1.04
H: -1.67 0.55 2.42
H: -2.96 1.17 1.13

structure (SMILES)	C=CC(=C)C(=C)CC
multiplicity	1
HOMO energy	-0.27968	Eh
frontier orbital gap	7.68	eV
net charge	0

#3
This record from OMol25 describes one molecule with the formula C8H12. The level of theory is wB97M-V/def2-TZVPD.

Geometry (Å):
C: -0.62 -1.29 -2.25
C: -0.93 -0.35 -1.35
C: -1.47 1.04 -1.60
C: -0.46 -0.54 0.05
C: -0.99 -1.50 0.84
C: 0.49 0.45 0.58
C: 1.41 0.36 1.57
C: 2.36 1.38 2.10
H: -1.19 -1.16 -3.17
H: 0.06 -2.13 -2.23
H: -0.70 1.74 -1.91
H: -2.25 0.97 -2.35
H: -1.80 1.44 -0.63
H: -0.71 -1.61 1.87
H: -1.60 -2.22 0.31
H: 0.66 1.36 0.01
H: 1.09 -0.39 2.30
H: 2.72 1.19 3.10
H: 3.29 1.43 1.52
H: 1.96 2.40 2.10

structure (SMILES)	C=C(C)C(=C)/C=C/C
multiplicity	1
HOMO energy	-0.31269	Eh
frontier orbital gap	9.40	eV
net charge	0

#4
This record from OMol25 describes C8H12 as an isolated structure. The level of theory is wB97M-V/def2-TZVPD.

Geometry (Å):
C: 0.81 0.65 2.47
C: 0.51 0.36 1.34
C: 0.00 -2.38 0.37
C: 0.26 -1.36 -0.47
C: -2.19 0.82 -0.30
C: 1.96 0.43 -0.57
C: -0.86 0.87 -1.01
C: 0.59 0.06 -0.02
H: 1.12 1.09 3.42
H: -0.23 -3.37 0.07
H: 0.16 -2.27 1.49
H: 0.04 -1.55 -1.51
H: -2.29 -0.05 0.26
H: -2.99 0.77 -0.97
H: -2.28 1.67 0.44
H: 2.35 -0.06 -1.43
H: 2.73 0.60 0.25
H: 1.85 1.48 -0.84
H: -1.01 0.31 -1.82
H: -0.54 1.90 -1.16

multiplicity	1
HOMO energy	-0.32841	Eh
frontier orbital gap	9.98	eV
net charge	0

The structure with the most favorable energy is #3; the runner-up is 0.0743 hartree above it.

#1
This record from OMol25 describes C6H8Cl2 as an isolated structure. The level of theory is wB97M-V/def2-TZVPD.

Geometry (Å):
C: -0.40 -2.78 0.04
C: -0.06 -1.34 0.34
C: -0.43 -0.28 -0.34
C: -1.64 -0.31 -1.37
C: -0.18 1.21 -0.05
C: -0.44 1.86 1.10
H: 0.22 -3.31 -0.77
H: -1.36 -2.66 -0.48
H: -0.51 -3.66 0.82
H: -1.69 0.80 -2.04
H: -1.48 -1.37 -2.06
H: -2.71 -0.17 -0.58
H: -0.73 1.50 2.13
H: -0.36 2.92 0.99
Cl: 1.22 -1.20 1.62
Cl: 0.40 2.13 -1.41

multiplicity	1
HOMO energy	-0.33908	Eh
frontier orbital gap	9.88	eV
net charge	0

#2
This record from OMol25 describes C6H8Cl2 as an isolated structure. The level of theory is wB97M-V/def2-TZVPD.

Geometry (Å):
C: 0.26 -0.57 0.36
C: 0.09 0.61 -0.23
C: -1.76 -0.50 0.49
C: -1.35 0.81 -0.19
C: 1.16 -1.71 0.54
C: 1.12 1.56 -0.76
Cl: -2.35 -1.90 -0.29
Cl: -1.94 2.26 0.66
H: -2.25 -0.37 1.44
H: -1.72 0.74 -1.20
H: 1.58 -2.16 -0.34
H: 0.76 -2.61 1.11
H: 1.91 -1.25 1.19
H: 1.01 1.90 -1.79
H: 1.96 0.79 -0.75
H: 1.52 2.39 -0.24

multiplicity	1
HOMO energy	-0.31833	Eh
frontier orbital gap	9.51	eV
net charge	0

The structure with the most favorable energy is #2; the runner-up is 0.0143 hartree above it.

#1
This record from OMol25 describes C3H5N2O as an isolated structure. The level of theory is wB97M-V/def2-TZVPD.

Geometry (Å):
C: 0.36 1.27 0.40
C: -0.26 -0.34 -1.18
C: 0.08 -1.16 1.00
N: -0.21 1.08 -0.75
N: 0.87 0.51 1.26
O: -0.63 -1.12 -0.04
H: -1.03 -0.52 -1.94
H: 0.66 -0.76 -1.48
H: -0.52 -1.57 1.79
H: -0.75 1.80 -1.23
H: 1.43 0.80 2.17

multiplicity	1
HOMO energy (spin up / spin down)	-0.50939 / -0.51864	Eh
frontier orbital gap (spin up / spin down)	7.91 / 8.88	eV
net charge	+1

#2
This record from OMol25 describes an isolated ion of composition C3H5N2O and charge +1. The level of theory is wB97M-V/def2-TZVPD.

Geometry (Å):
C: -0.86 -0.49 0.13
C: 1.30 0.60 0.21
C: -0.54 0.54 -1.13
N: 0.42 -0.33 0.81
N: -1.60 -1.45 0.50
O: 0.58 1.00 -1.05
H: 1.30 1.62 0.54
H: 2.30 0.23 0.18
H: -1.19 0.76 -1.91
H: 0.83 -0.87 1.52
H: -2.54 -1.60 0.20

multiplicity	1
HOMO energy	-0.53485	Eh
frontier orbital gap	8.11	eV
net charge	+1

#3
This record from OMol25 describes an isolated ion of composition C3H5N2O and charge +1. The level of theory is wB97M-V/def2-TZVPD.

Geometry (Å):
C: -1.63 -0.14 -0.01
N: -0.20 -0.06 -0.01
C: 0.56 1.03 -0.01
O: 1.82 0.67 0.00
C: 1.91 -0.62 0.01
N: 0.49 -1.16 -0.01
H: -2.02 -0.21 -1.02
H: -1.90 -1.06 0.51
H: -2.07 0.71 0.50
H: 0.25 2.06 0.00
H: 2.79 -1.21 0.03

structure (SMILES)	C[n+]1cocn1
multiplicity	1
HOMO energy	-0.58039	Eh
frontier orbital gap	11.03	eV
net charge	+1

The structure with the most favorable energy is #3; the runner-up is 0.0388 hartree above it.